(1)
The following is a DFT calculation (ωB97M-V/def2-TZVPD) of a molecular structure, C63H37CdI4N7O4 in a non-equilibrium geometry.

The geometry in XYZ format:
```
116
C63H37CdI4N7O4, DFT ωB97M-V/def2-TZVPD
C 3.771 2.528 0.463
H 2.204 0.540 -4.367
H 2.472 3.488 4.534
H 3.791 4.871 -5.402
C 3.297 3.527 -3.806
C 1.613 1.390 -2.463
H 5.904 -3.984 -1.101
C 3.019 1.765 -0.561
C 3.037 -1.363 -0.511
C -2.780 0.046 -3.342
H -4.668 -0.233 -1.535
C -2.702 -6.746 0.792
H 7.076 3.442 -3.046
C -0.019 3.130 1.537
C 6.014 3.482 -3.252
C 3.491 2.333 1.771
H -3.383 2.066 -3.691
N 2.266 0.783 0.042
C 0.035 2.277 -0.714
H 4.755 -0.254 6.812
H -1.291 3.211 -2.076
C 2.299 1.579 2.174
N -0.226 0.048 2.690
N -1.887 0.075 0.297
C -4.297 0.737 -5.107
C 2.829 1.983 -1.889
C 2.761 -2.712 -0.843
C 3.752 2.754 -2.731
C -1.373 -0.276 3.308
C -5.787 -2.163 4.955
C -2.834 -0.292 1.244
O 1.322 -7.907 -1.309
C 5.128 2.733 -2.489
C -0.938 3.208 -1.051
H 6.434 -1.626 -0.530
C 3.438 0.330 5.218
H 2.236 3.539 -4.023
H 5.511 2.094 -1.703
N 0.405 1.352 -1.757
C -3.715 -1.596 -4.866
C 4.258 0.567 6.314
I 6.851 5.369 -5.465
C -1.007 4.030 1.186
C 2.980 2.672 5.033
C 1.924 1.100 3.385
O -0.161 -9.428 -0.968
H -2.244 4.782 -0.412
N 0.264 -8.291 -0.854
I -7.325 -2.986 6.115
C -1.219 -0.172 4.710
C -1.927 0.345 -2.148
I -5.644 -1.056 -7.137
N 1.972 -0.534 -0.341
C -0.718 -3.550 0.333
O -0.882 -2.867 -0.697
C -5.989 -0.955 4.312
H -2.116 -8.746 0.212
C 4.428 1.870 6.757
C 2.797 1.377 4.562
Cd 0.026 -0.965 0.619
H 3.289 -0.681 4.859
H -2.984 -4.665 1.249
C -1.105 -5.005 0.290
C 5.399 -1.942 -0.623
I 5.662 2.242 8.407
C -3.477 1.038 -4.025
C 0.680 0.407 3.659
C 5.526 4.252 -4.294
O -0.268 -3.124 1.429
C 3.796 2.930 6.129
H 4.671 0.016 -0.170
C -1.471 4.083 -0.121
C -1.858 -7.698 0.244
C 4.398 -1.000 -0.421
H 0.547 0.498 5.875
C -3.927 -0.207 -0.750
H 3.928 3.941 6.488
C 0.089 0.260 -3.673
C 1.429 0.720 -3.637
H 4.115 2.792 2.530
C -4.959 -0.415 3.548
H -5.099 0.545 3.066
H -2.614 -2.793 3.982
H -4.421 -3.776 5.357
C -4.575 -2.833 4.850
H 1.721 -3.001 -0.952
C 4.168 4.274 -4.583
C -0.532 0.642 -2.502
C -2.326 -5.410 0.817
H -1.980 -0.346 5.457
H -3.811 -2.623 -5.190
C 3.769 -3.628 -1.047
N 1.480 1.304 1.041
C -0.648 -7.271 -0.270
C -2.625 -0.525 2.576
H -4.841 1.519 -5.620
C -4.404 -0.583 -5.515
H -6.929 -0.428 4.413
C -3.737 -1.070 3.396
C 0.086 0.266 4.926
C -2.907 -1.271 -3.782
H -2.373 -2.047 -3.243
C 5.113 -3.262 -0.938
C -3.565 -2.280 4.077
H 0.704 -5.663 -0.683
H 0.329 3.069 2.559
H -1.420 4.687 1.942
H -3.656 -7.049 1.205
C -4.123 -0.474 0.543
H 4.535 3.230 0.159
H -5.054 -0.766 1.002
C -0.250 -5.950 -0.264
C -2.500 0.128 -0.931
H 3.509 -4.652 -1.297
H -0.364 -0.343 -4.443
C 0.525 2.244 0.604
```

Output
maximum force = 1.169 eV/A
lowest unoccupied orbital energy = 2.926 eV
electronic energy = -121518.43657 eV
total charge = -2

Mulliken population analysis, charges in e, atoms 1 to 2: number 1, C, carries -0.912; number 2, H, carries 0.573

=====

(2)
The following is a DFT calculation (ωB97M-V/def2-TZVPD) of a molecular structure, C63H50FNO5P2PtS.

The geometry in XYZ format:
```
124
C63H50FNO5P2PtS, DFT ωB97M-V/def2-TZVPD
C 6.435 -0.326 1.347
H -1.122 6.922 1.243
H 2.214 -2.338 0.775
C 1.835 -4.341 0.130
C 4.307 -0.115 0.047
C 4.489 0.496 2.421
C -2.064 0.082 4.608
C 2.360 0.914 -3.736
H 0.700 1.321 -6.653
C 4.148 4.742 0.728
H -2.313 -0.059 2.486
Pt 0.592 0.583 0.032
C 0.233 2.661 -2.054
H -2.137 1.870 -1.362
H -4.266 -4.702 0.352
C -2.526 2.267 0.721
S 2.213 1.271 1.438
C -1.515 0.809 5.656
C -0.746 1.936 5.395
H -3.373 -7.055 0.228
C -4.187 2.343 -1.024
C 1.417 3.896 1.142
H 6.449 -1.545 -2.952
C 3.806 3.384 0.865
C 3.150 5.666 0.838
C 1.693 -2.418 -1.319
C 2.049 1.412 -4.990
C -2.716 -6.192 0.330
H -2.469 -6.692 3.089
C -1.745 -3.769 2.289
H -1.840 -6.491 0.907
H 0.751 -1.783 3.502
C 2.513 2.968 1.082
H 4.008 0.899 3.304
C 1.941 -2.974 -0.060
H -4.448 2.229 -2.068
H 8.224 -2.137 -0.608
O 1.781 1.135 2.822
H 2.671 2.179 -5.432
H -0.281 1.912 -2.662
H -2.681 -0.784 4.811
C 5.889 -1.161 -2.110
C -4.819 2.811 1.247
C 1.275 -4.621 -2.193
H 1.558 8.292 1.731
C 0.442 -0.548 -3.843
H 4.033 -1.230 -3.160
C 0.036 -2.593 3.453
C 0.004 3.686 1.267
C 5.832 0.094 2.498
C -1.590 -1.139 -1.115
O -2.317 -1.485 -2.024
F 0.640 -3.342 5.579
H 3.655 7.506 -0.159
C -1.051 1.597 3.037
H -4.727 -6.247 2.244
H -0.331 2.510 6.212
O -0.867 -0.051 -1.223
H 8.562 0.006 1.351
H 3.210 1.315 -3.199
H 8.088 -1.641 1.701
C 0.939 6.339 1.069
C 7.848 -0.774 1.085
H 3.803 7.565 1.584
C 1.493 -5.165 -0.936
H 6.359 0.157 3.440
H -1.905 4.616 1.375
H -2.382 -5.900 -0.666
C 7.885 -1.117 -0.425
C -0.663 -1.819 1.222
C 3.194 7.169 0.770
C -1.545 -1.961 0.142
H -3.081 -3.170 -0.692
H -5.572 3.077 1.976
H -1.697 0.505 6.678
H 8.562 -0.458 -0.971
C 5.677 -0.426 0.158
C 1.569 -0.082 -3.160
C -0.791 -2.744 2.330
H 1.417 -6.234 -0.791
C 6.469 -0.922 -0.897
C -0.122 -3.467 4.489
C -2.438 -3.022 0.166
H 5.179 5.023 0.558
P -0.823 2.075 1.311
C -1.074 -4.486 4.467
H 0.094 3.205 3.889
H 0.831 3.276 -2.729
C -2.939 -5.741 3.352
C 1.818 5.237 1.036
O 1.142 2.096 -1.134
H -3.349 -5.870 4.354
C -1.896 -4.655 3.377
H -0.217 -1.283 -3.407
C 4.506 -0.950 -2.227
H 1.379 8.144 -0.003
H 2.031 -4.763 1.107
H -1.164 -5.135 5.329
C -0.512 2.332 4.087
C -0.838 4.784 1.300
C -2.873 2.145 -0.625
C 3.711 -0.441 -1.212
C -4.045 -5.405 2.363
H -4.633 -4.562 2.733
H 4.596 2.649 0.806
C 1.716 7.617 0.890
C 1.382 -3.251 -2.392
P 1.938 -0.633 -1.487
C -1.839 0.479 3.301
C -3.512 2.604 1.656
O 0.273 -0.953 1.329
C -3.465 -5.050 1.003
C -5.158 2.677 -0.092
H -0.734 -0.411 -5.620
H -0.502 3.302 -1.554
C 0.941 0.931 -5.673
H -3.261 2.704 2.704
H 1.034 -5.264 -3.029
H 1.233 -2.846 -3.382
C 0.139 -0.043 -5.097
N -2.549 -3.886 1.158
H -6.180 2.834 -0.408
C -0.400 6.117 1.216
C 3.753 0.427 1.254
```

Output
maximum force = 0.237 eV/A
lowest unoccupied orbital energy = -5.113 eV
electronic energy = -113238.13516 eV
total charge = +2

Mulliken population analysis, charges in e, atoms 1 to 2: number 1, C, carries 0.370; number 2, H, carries 0.518

=====

(3)
The following is a DFT calculation (ωB97M-V/def2-TZVPD) of a molecular structure, C63H51As2GaN2O2Te in a non-equilibrium geometry.

The geometry in XYZ format:
```
122
C63H51As2GaN2O2Te, DFT ωB97M-V/def2-TZVPD
C 4.842 -1.894 4.445
C 0.449 1.601 4.888
H -3.472 3.695 1.704
H 6.086 -1.919 -3.069
C -0.342 5.751 0.817
C -0.077 3.747 -1.968
H -1.568 -6.344 -2.605
N -1.838 8.718 -0.166
C 2.602 3.195 4.184
C 4.711 -0.578 -4.011
C 1.787 0.932 -0.519
C -2.735 5.605 1.108
C 0.505 5.651 -3.382
H 3.443 3.815 3.910
H 3.692 -6.888 -0.229
C -1.391 -2.618 6.270
C -0.219 4.431 1.178
C -1.409 -1.326 4.248
H 3.042 1.678 2.730
H -4.803 -3.937 -2.141
H -7.266 -1.097 -5.558
C 4.094 -2.185 -2.334
C 2.208 3.951 -2.764
C 3.270 -5.975 0.168
H -2.716 5.826 -2.420
C -2.092 -1.927 5.293
C -1.734 7.661 0.269
C 2.774 -5.014 -0.696
O 0.737 0.374 -0.026
C 2.669 -4.616 2.049
H -0.291 1.943 2.140
C 2.575 -1.357 3.897
C 3.216 -5.781 1.539
H -0.011 3.120 6.320
H 4.262 -0.629 2.807
C -3.550 1.812 -2.602
H 5.464 -0.124 -4.641
C 2.381 1.996 3.531
H 0.852 -2.404 -4.311
C -0.513 -3.983 -4.769
C 2.514 2.821 -2.056
H -2.560 1.799 -3.068
H 0.520 -3.290 6.956
H -0.619 -3.681 -5.802
C 1.313 1.179 3.886
H 1.239 6.185 -3.967
C -7.455 -0.596 -4.609
H 2.808 -5.180 -1.767
H 3.505 2.395 -2.027
C -1.717 5.426 -2.500
H 3.593 -6.542 2.207
H -7.782 0.420 -4.817
H 2.961 4.468 -3.339
H 5.115 -3.240 6.088
C -0.015 -2.743 6.192
H 2.620 -4.458 3.117
C 0.665 2.804 5.538
C 0.890 4.459 -2.732
C -1.199 -5.090 -4.299
H -4.101 2.662 -2.994
C -0.029 -1.401 4.187
H 3.123 0.662 -4.743
H 4.377 -2.973 -1.646
C 2.772 -1.769 -2.399
C -1.050 -5.470 -2.975
H -1.065 7.047 -3.744
H 2.716 -3.479 6.545
C -1.605 6.345 0.750
C -4.534 -1.849 -2.542
H -5.826 1.491 -3.945
C 4.399 -2.707 5.478
H 1.721 -2.751 1.571
C -4.285 0.529 -2.838
C -3.800 -0.677 -2.342
H -1.952 -0.783 3.480
H 1.910 4.537 5.703
C -1.349 3.650 1.448
C -2.598 4.277 1.446
C 0.310 -3.259 -3.921
H -3.160 -3.480 -2.585
H -6.292 -2.702 -3.385
As 1.336 -2.449 -1.263
H -0.156 -5.022 -1.083
C -6.208 -0.605 -3.778
H -2.094 3.737 -1.245
C -1.381 4.264 -1.862
C 1.495 2.176 -1.340
C -0.770 6.126 -3.263
H 0.762 3.977 1.234
C 5.058 -1.590 -3.133
H 1.422 -0.347 -3.270
As 1.131 -0.517 2.899
H -1.850 -5.647 -4.959
C 3.927 -1.235 3.641
H -3.770 -3.082 -0.980
C 0.453 -3.618 -2.584
Te -1.820 -0.899 -1.485
Ga -1.005 1.158 -0.202
C 2.123 -2.147 4.963
H -1.922 -3.058 7.102
H -8.265 -1.132 -4.118
C -4.045 -3.167 -2.031
C 3.047 -2.838 5.739
C 3.398 -0.137 -4.067
N 0.247 2.603 -1.319
C 2.444 -0.721 -3.256
H 5.901 -1.785 4.263
H -3.710 6.072 1.108
C 2.214 -3.843 -0.196
C 1.743 3.600 5.192
C -0.246 -4.732 -2.125
C -5.728 -1.791 -3.242
H -3.168 -1.851 5.354
O 2.924 0.545 -0.356
C 2.170 -3.662 1.182
H 0.532 6.336 0.567
H -3.408 1.959 -1.524
C 0.676 -2.140 5.149
C -1.228 2.200 1.638
H -2.068 1.792 2.204
H -0.398 0.985 5.165
C -5.477 0.548 -3.551
```

Output
maximum force = 1.266 eV/A
lowest unoccupied orbital energy = -0.904 eV
electronic energy = -254582.84081 eV

Mulliken population analysis, charges in e, atoms 1 to 2: number 1, C, carries -0.690; number 2, C, carries 0.031

=====

(4)
The following is a DFT calculation (ωB97M-V/def2-TZVPD) of a molecular structure, C63H53BF4N9OPTi in a non-equilibrium geometry.

The geometry in XYZ format:
```
133
C63H53BF4N9OPTi, DFT ωB97M-V/def2-TZVPD
C -2.032 -0.474 -6.537
C 0.900 2.576 1.745
Ti 0.004 0.459 -0.201
H 6.675 -5.111 1.262
N 1.311 -3.443 1.745
C -2.531 0.562 3.272
H -2.978 1.332 -5.863
C -2.475 4.964 2.279
H -2.867 -1.356 5.086
C 3.747 -3.715 2.250
H -2.807 0.779 -3.490
C -1.834 -1.113 -3.811
H 0.580 2.645 -4.913
N -1.367 0.139 1.407
N -2.318 -0.788 3.155
H 3.144 0.773 -6.268
H 1.728 -0.060 -6.914
C -2.410 0.086 -4.220
N 1.196 -1.400 0.879
N -2.582 -3.195 -0.971
C -3.278 -4.315 -0.336
H -2.721 -5.361 -3.059
C -4.680 -2.709 -3.829
H -2.125 -0.230 -7.589
C -2.738 -1.808 4.108
C 1.673 -0.445 -4.148
C 5.960 -0.447 0.252
F 3.646 1.455 -2.535
C 5.954 -5.075 3.283
C -2.421 3.598 2.518
C -0.512 3.998 0.189
H 1.709 1.332 3.257
H -4.797 -1.658 -3.597
C -1.971 1.176 2.131
H 2.245 3.238 4.783
C -3.588 2.303 -0.856
H -4.632 2.361 -1.126
C -2.004 5.742 1.156
H 3.369 0.008 3.062
C 3.769 -0.878 1.157
O 0.733 1.516 0.909
C -1.162 5.351 0.180
C 5.322 0.533 2.346
C -2.528 1.781 5.450
H -0.327 2.391 -2.628
C 4.086 -0.094 2.258
H 4.994 -4.865 5.192
C -1.668 2.887 0.259
H 6.687 -0.582 -0.541
C -5.529 -3.321 -4.738
C 2.592 -2.964 1.719
C -3.177 2.242 6.584
H 6.813 -5.598 3.683
C -4.584 0.821 4.663
H 1.738 5.555 4.022
H -2.611 -5.165 -0.198
C -1.426 -1.660 -6.141
H 7.226 0.844 1.410
C -2.749 -2.777 -2.258
H 4.717 -3.912 0.351
B 3.075 1.774 -1.293
H -0.964 6.010 -0.658
H -6.045 -5.145 -5.747
H -6.291 1.080 5.937
H 1.388 -5.524 1.480
C 1.486 2.354 2.983
H -5.137 0.282 3.901
C -3.665 -3.438 -3.211
F 4.025 2.181 -0.377
C -4.533 1.993 6.762
H 0.527 5.900 1.915
P -1.297 -2.624 1.366
C 0.817 4.900 2.199
H -0.878 -2.908 -4.491
C 3.836 -3.989 3.615
C 4.722 -1.057 0.158
H -3.428 4.070 0.200
C -1.928 -1.680 -2.423
N -2.924 3.396 -0.355
H -3.664 -4.018 0.633
C 1.483 0.695 -4.925
C -5.234 1.277 5.804
H 1.286 -4.995 3.159
H -1.470 1.975 5.302
H -4.245 -6.451 -4.663
C 1.488 4.703 3.401
C -4.374 -5.402 -4.426
C -2.723 1.295 -1.011
C 1.149 -0.494 -2.884
H 5.547 1.159 3.202
H 1.307 -1.362 -2.256
C -1.597 -1.005 2.047
C 0.754 1.729 -4.363
C 4.931 -4.668 4.129
C -3.227 1.075 4.469
C 0.248 1.599 -3.085
C -1.982 2.538 1.708
N 0.432 0.507 -2.345
H -2.380 6.762 1.105
C -1.332 -1.971 -4.795
N -1.444 1.670 -0.556
C 0.457 3.846 1.372
C 0.939 -4.792 2.150
C -1.680 -2.377 -0.387
H -1.039 -2.351 -6.881
C 0.510 -2.482 1.233
H -0.141 -4.893 2.117
H 2.245 -1.283 -4.527
H -6.313 -2.743 -5.211
C -3.523 -4.790 -3.517
C -2.512 0.397 -5.572
H 3.051 -3.644 4.280
C 1.779 3.417 3.820
H -1.979 -2.584 4.173
N -1.262 -1.429 -1.218
H -2.626 2.800 7.332
H 0.044 3.844 -0.735
H -3.681 -2.264 3.808
H -2.947 5.540 3.070
H 1.741 1.709 -6.802
C 5.876 -4.802 1.924
C -5.379 -4.669 -5.038
F 2.424 0.535 -0.792
C 4.778 -4.129 1.410
H -5.041 2.362 7.646
C 2.530 -1.700 1.189
H -2.788 3.327 3.497
F 2.083 2.766 -1.453
C 2.053 0.789 -6.309
H 4.480 -1.662 -0.709
H -2.932 0.317 -1.396
H -4.105 -4.615 -0.970
C 6.263 0.353 1.346
```

Output
maximum force = 1.944 eV/A
lowest unoccupied orbital energy = -0.126 eV
electronic energy = -125608.94954 eV

Mulliken population analysis, charges in e, atoms 1 to 2: number 1, C, carries -0.674; number 2, C, carries 0.420

=====

no.,orbital gap (eV)
1,4.14
2,7.61
3,6.83
4,4.92